153
Properties=species:S:1:pos:R:3 method="wB97M-V/def2-TZVPD" homo_energy_ha=-0.3196 multiplicity=1 gap_ev=8.70 total_charge=0 energy_ha=-2766.18764
C -3.2630 -3.4947 0.9186
O -1.8603 -3.7042 1.2012
C -1.1555 -4.6341 0.4494
C 0.2441 -4.8714 1.0680
C 1.3002 -3.8183 0.5893
N 0.7870 -6.1913 0.7750
H -3.4493 -3.1272 -0.0905
H -3.6282 -2.6967 1.5650
H -3.7650 -4.4533 1.0493
H -1.6861 -5.5778 0.5762
H -1.2046 -4.4801 -0.6285
H 0.1528 -4.8067 2.1523
H 1.0528 -2.7595 0.6658
H 1.5892 -4.1097 -0.4205
H 2.2591 -4.0456 1.0551
H 0.7897 -6.2149 -0.2347
H 0.0775 -6.9095 0.8034
C -2.8181 2.7630 5.6014
O -3.5375 1.5820 5.2303
C -2.9222 0.3935 4.8469
C -2.3731 0.4472 3.3939
C -3.5258 0.5126 2.3319
N -1.4699 -0.7027 3.0541
H -3.3236 3.6101 6.0651
H -2.2218 3.3033 4.8661
H -2.1697 2.3913 6.3948
H -2.1858 0.2855 5.6432
H -3.7160 -0.3404 4.9857
H -1.7182 1.3117 3.2842
H -3.2876 0.1473 1.3329
H -3.8886 1.5002 2.0470
H -4.4453 -0.0079 2.5997
H -1.8655 -1.6306 3.0043
H -1.0866 -0.5060 2.1406
C 1.3066 0.3168 1.2260
O 0.5700 -0.2476 0.1012
C 1.1652 -0.1138 -1.2098
C 0.7982 1.2363 -1.8562
C -0.6391 1.5002 -2.2691
N 1.6070 1.4604 -3.0872
H 2.2010 0.8807 0.9610
H 1.5155 -0.5648 1.8320
H 0.6523 1.0979 1.6131
H 2.1956 -0.4678 -1.1801
H 0.7433 -0.8152 -1.9296
H 1.0335 1.9789 -1.0938
H -0.6782 2.4084 -2.8705
H -1.1785 1.5961 -1.3268
H -1.0760 0.6636 -2.8144
H 1.3531 0.7456 -3.7540
H 1.1718 2.2479 -3.5461
C -1.5911 3.7638 1.2096
O -0.2436 3.8457 0.7003
C 0.2083 5.1992 0.4902
C -0.3996 5.9647 -0.7535
C -0.1788 5.3408 -2.1899
N 0.2856 7.2670 -0.9212
H -1.8960 2.7196 1.2796
H -2.3767 4.2402 0.6231
H -1.7631 4.2179 2.1855
H -0.1587 5.9103 1.2303
H 1.2953 5.1201 0.5073
H -1.4833 5.9856 -0.6387
H 0.0056 4.3168 -1.8650
H 0.7401 5.7218 -2.6355
H -1.0951 5.5206 -2.7521
H 1.1476 7.2125 -0.3976
H 0.6327 7.2056 -1.8677
C 0.0273 -2.1784 -4.5557
O -0.8107 -1.4139 -5.4304
C -0.4570 -1.6051 -6.7454
C -1.5795 -1.0555 -7.5868
C -2.9616 -1.5406 -7.1879
N -1.4591 -1.2445 -8.9702
H -0.2490 -2.0102 -3.5148
H 1.1034 -2.0064 -4.5786
H -0.1018 -3.2305 -4.8098
H 0.4331 -0.9960 -6.9028
H -0.4458 -2.6596 -7.0210
H -1.4335 -0.0023 -7.3471
H -3.0673 -2.6246 -7.2324
H -3.7236 -1.2539 -7.9127
H -3.1629 -1.1927 -6.1747
H -2.3973 -1.4369 -9.2910
H -0.8958 -2.0768 -9.0712
C -6.9283 1.1909 0.9566
O -6.0020 1.8594 0.1398
C -6.0489 1.5122 -1.2081
C -4.6260 1.8567 -1.7980
C -4.1605 3.2694 -1.6940
N -4.5913 1.3886 -3.1469
H -6.9095 1.4526 2.0145
H -6.5256 0.1788 0.9154
H -7.9280 1.1057 0.5307
H -6.2952 0.4766 -1.4424
H -6.6825 2.2130 -1.7518
H -3.8532 1.2628 -1.3100
H -3.2742 3.5471 -2.2644
H -3.9161 3.5766 -0.6771
H -4.9546 3.9532 -1.9938
H -3.7059 1.8038 -3.3994
H -5.2083 1.9813 -3.6837
C 0.9285 0.8553 5.5469
O 2.2322 0.3184 5.5719
C 2.2791 -1.0026 5.0179
C 1.5336 -2.1848 5.6956
C 2.3459 -3.2509 6.5268
N 0.6436 -2.9099 4.8339
H 0.1236 0.2747 5.9975
H 0.5465 1.0540 4.5456
H 0.9623 1.8278 6.0382
H 2.0499 -1.0669 3.9543
H 3.3176 -1.3199 4.9232
H 0.8933 -1.7260 6.4491
H 2.8490 -2.5822 7.2253
H 3.1167 -3.6377 5.8602
H 1.8097 -4.0272 7.0726
H 0.9933 -3.6645 4.2608
H 0.3054 -2.2604 4.1383
C 5.9101 -6.6892 1.0961
O 5.6949 -5.4882 1.7758
C 5.3114 -4.4984 0.8596
C 5.4077 -3.0756 1.4776
C 4.6909 -3.0191 2.7974
N 4.9919 -1.9432 0.7045
H 4.9845 -7.2259 0.8876
H 6.3469 -7.3696 1.8270
H 6.5653 -6.6177 0.2279
H 5.8019 -4.4157 -0.1103
H 4.2733 -4.8016 0.7238
H 6.4666 -2.8788 1.6452
H 4.4177 -2.0013 3.0759
H 5.1241 -3.4198 3.7138
H 3.7304 -3.5044 2.6245
H 4.1823 -2.2158 0.1657
H 5.7044 -1.8431 -0.0043
N 2.7681 3.5489 -1.4194
C 3.6990 4.2429 -2.0176
N 4.0986 3.5569 -3.0002
O 3.9814 5.3524 -1.6700
H 2.3198 4.0172 -0.6449
H 2.3503 2.6759 -1.7082
H 3.3636 2.9842 -3.3899
H 4.7262 4.1102 -3.5660
O 2.7275 3.2657 2.2733
H 3.1172 2.7120 2.9499
H 1.7843 3.1974 2.4211
O 0.3505 2.1624 -5.6748
H 0.7165 2.1270 -6.5586
H 0.2507 3.0970 -5.4937
O 4.4402 0.5792 -2.2788
H 3.5633 0.4860 -2.6511
H 4.4436 1.4534 -1.8888